No. 1
{
  "formula": "C24H52BrN3O18P2S3",
  "method": "ωB97M-V with the def2-TZVPD basis set",
  "largest_force_ha_per_bohr": 0.198,
  "smiles": "C#C[C@]1([PH2]=N)C[C@](COCC)(P(O)Br)[C@](CCSc2nnco2)(S(C)(=O)=O)S(=O)(=O)O1.OCCO.OCCO.OCCO.OCCO.OCCO",
  "total_energy_ha": -6914.903460,
  "total_charge": 0,
  "e_lumo_ev": -0.53,
  "elements": ["O", "H", "C", "H", "H", "H", "O", "O", "C", "H", "C", "H", "N", "H", "H", "O", "H", "P", "H", "C", "O", "H", "C", "H", "C", "C", "C", "H", "H", "C", "H", "H", "H", "H", "C", "H", "C", "H", "H", "O", "P", "S", "H", "H", "H", "C", "H", "H", "C", "O", "O", "O", "O", "C", "C", "C", "H", "H", "H", "C", "H", "C", "H", "S", "H", "H", "H", "H", "H", "N", "H", "Br", "H", "C", "O", "H", "H", "C", "S", "O", "H", "O", "H", "C", "H", "H", "C", "H", "O", "H", "O", "C", "H", "H", "O", "N", "O", "H", "H", "O", "C", "H", "H"],
  "positions_angstrom": [[-3.383, -8.424, 4.285], [-5.673, 1.186, -1.811], [5.193, 9.464, -3.740], [4.652, 11.232, -4.875], [4.196, 5.802, -1.314], [-0.795, -3.804, 2.136], [5.979, -4.881, -0.662], [-7.272, 2.423, 2.032], [7.336, -4.951, 1.323], [-4.127, -8.850, 3.824], [-2.154, -0.964, 0.339], [7.659, -0.799, -0.882], [-8.698, 3.344, 0.272], [-3.761, -9.004, 6.205], [-3.478, -5.819, 2.636], [2.149, 5.404, -3.960], [-0.458, -1.218, -1.092], [-1.053, -1.556, 1.802], [8.007, -4.493, -0.696], [-3.867, -5.221, 1.718], [-4.125, -1.806, 2.843], [6.445, 8.123, -4.408], [-3.380, 0.047, 0.800], [-5.210, -5.755, -1.948], [3.404, 5.330, -1.903], [2.058, 1.783, -0.431], [-5.319, -7.671, 5.509], [5.830, -3.926, -0.577], [8.327, -5.175, 1.725], [-3.912, 0.751, -0.539], [5.985, 9.935, -3.151], [7.069, -3.920, 1.582], [-3.207, 1.654, -0.772], [0.576, 1.530, -2.105], [-3.862, -8.105, 5.588], [6.167, 1.218, -1.122], [-1.727, 2.594, 1.677], [1.349, -0.090, -1.443], [-5.722, -7.434, 6.498], [5.796, -1.400, -1.506], [-4.736, -3.619, -1.817], [-4.655, -1.099, 1.620], [4.275, 9.434, -3.149], [4.077, 6.057, -3.827], [-1.910, 3.579, 2.242], [-2.661, -2.309, -0.417], [-2.603, -2.102, -1.570], [7.525, -6.189, -0.440], [-1.124, -0.319, -0.736], [-2.585, 0.713, 3.476], [3.768, 3.975, -2.178], [-5.157, -2.086, 0.360], [-4.237, 2.118, 2.460], [-8.640, 2.449, 2.461], [0.875, 0.932, -1.167], [-7.351, 2.962, 0.692], [5.618, -5.834, 1.351], [-5.424, -6.798, 4.862], [2.863, 7.097, -3.040], [-4.096, -4.263, 0.828], [-1.850, -3.133, -0.246], [7.298, -5.151, -0.185], [6.571, -1.429, 0.382], [-2.978, 1.294, 2.104], [6.756, 1.087, 0.553], [5.868, 10.195, -5.664], [4.894, -1.086, -1.320], [4.655, 3.987, -2.569], [3.054, 1.733, -0.999], [-9.466, 3.014, 1.376], [-6.233, 0.523, -0.209], [1.118, -1.911, 1.210], [-1.606, 0.048, -1.723], [-4.080, -2.929, -0.116], [-5.884, -0.349, 2.129], [2.486, 5.302, -1.311], [-4.039, -3.024, -2.935], [4.959, 10.199, -5.052], [-5.734, 3.046, -0.266], [3.939, 9.543, -5.798], [1.692, 2.872, -0.370], [6.386, -5.808, 1.948], [-0.681, 2.145, 1.940], [3.170, 6.063, -3.215], [4.783, 0.147, 1.103], [2.275, 4.453, -3.802], [6.630, -0.804, -0.515], [-8.966, 2.054, 3.491], [-1.527, -3.163, 2.314], [-3.237, -7.312, 6.006], [4.787, 0.556, 0.224], [-5.432, 1.211, -0.662], [2.230, 1.400, 0.642], [-3.739, 0.012, -1.431], [5.558, 8.109, -4.018], [-4.339, -5.200, -1.863], [-0.242, 0.702, -0.256], [-6.159, -3.494, -1.942], [4.065, 8.591, -5.643], [-6.093, -8.722, 4.926], [6.146, 0.607, -0.217], [-6.128, -9.447, 5.569], [-1.764, 2.773, 0.542]]
}



No. 2
{
  "formula": "C24H52Cl2N4O26",
  "method": "ωB97M-V with the def2-TZVPD basis set",
  "largest_force_ha_per_bohr": 0.140,
  "smiles": "C[N+](=O)[O-].C[N+](=O)[O-].C[N+](=O)[O-].C[N+](=O)[O-].COC(=O)OC.COC(=O)OC.COC(=O)OC.COC(=O)OC.COC(=O)OC.COC(=O)OC.ClCCCl",
  "total_energy_ha": -4040.842414,
  "de_lowest_ev": 0.523,
  "total_charge": 0,
  "e_lumo_ev": -0.21,
  "elements": ["O", "C", "H", "O", "O", "H", "H", "H", "H", "H", "C", "O", "H", "N", "O", "O", "O", "O", "H", "O", "C", "C", "H", "H", "H", "C", "C", "C", "H", "N", "H", "H", "O", "H", "C", "H", "H", "H", "C", "H", "H", "N", "O", "O", "C", "H", "H", "Cl", "H", "C", "C", "H", "C", "H", "H", "O", "H", "C", "H", "H", "C", "O", "O", "H", "H", "O", "H", "C", "O", "H", "C", "H", "O", "Cl", "C", "H", "C", "H", "O", "H", "C", "C", "H", "H", "H", "H", "O", "O", "O", "C", "C", "H", "O", "H", "O", "H", "C", "H", "H", "O", "O", "H", "H", "H", "N", "H", "H", "H"],
  "positions_angstrom": [[5.298, -1.093, -0.035], [3.958, -2.901, 1.681], [-3.920, 2.025, -2.849], [-2.143, -4.587, -5.188], [-0.194, 1.540, 5.922], [-5.775, -5.722, -1.124], [-3.109, -0.165, -2.164], [-0.010, 4.875, -0.453], [2.795, 3.235, 4.588], [4.917, -3.184, 2.117], [-2.772, -1.201, -2.143], [-1.698, 2.009, 7.255], [-1.532, 1.604, 3.565], [-1.496, -4.477, 2.284], [1.568, 0.021, -3.574], [-0.666, -5.365, 2.422], [-0.071, 1.076, -4.618], [-2.833, 2.142, 1.536], [-2.173, -2.820, 1.433], [-1.667, -2.433, -5.480], [-1.390, -3.498, -4.959], [-4.745, -5.373, -1.058], [1.562, 0.367, 6.151], [-1.786, 2.278, 9.294], [3.226, -3.643, 2.001], [1.372, 0.758, 0.829], [2.913, -0.419, -3.279], [0.937, 4.665, 2.343], [0.083, 2.851, -5.751], [-2.851, 2.915, 2.504], [4.549, -3.825, -3.246], [-2.077, 2.992, 4.545], [-2.674, -4.571, 2.679], [-4.000, -5.924, -1.632], [2.513, 4.159, 4.082], [-3.227, 1.718, 4.180], [4.936, 4.978, -0.546], [1.850, 4.769, 4.696], [4.745, -2.082, -0.480], [1.685, 0.622, -1.273], [-0.440, -2.597, 2.088], [3.173, 3.860, -0.639], [-1.795, 2.001, -1.711], [4.569, -2.369, -1.788], [-0.833, 1.113, 6.913], [3.043, -3.779, -2.322], [-0.014, -2.052, -3.032], [0.267, 0.152, 2.106], [2.824, -1.443, -2.918], [-2.370, 2.265, 3.788], [3.860, 5.116, -0.436], [0.001, 0.403, -0.949], [0.993, 0.184, -0.554], [3.772, -1.933, 2.145], [3.382, 0.110, -2.449], [-3.136, 4.095, 2.446], [1.328, 1.846, 0.849], [-1.853, -5.869, -4.569], [3.569, 5.395, 0.576], [3.672, -0.621, -4.035], [1.162, 0.642, -4.729], [1.718, 3.798, 2.951], [0.427, 4.164, 1.303], [-4.428, -5.359, -0.015], [1.516, 1.451, 4.820], [-0.418, -3.800, -4.056], [-2.249, -5.851, -3.554], [-1.162, -3.211, 1.550], [-2.428, -3.831, -1.381], [0.986, -2.216, -4.308], [-0.608, 2.046, -5.502], [-2.014, -1.246, -1.361], [-3.837, -2.068, -1.887], [1.107, -1.519, -0.609], [-2.392, 1.827, 8.508], [-1.412, 4.109, 0.211], [-0.568, 4.747, 0.475], [2.362, 0.471, 1.185], [4.120, -3.003, 0.220], [-0.604, -3.623, 0.710], [0.521, -2.847, -3.551], [-3.617, 3.060, -2.695], [-1.475, 2.591, -5.129], [3.443, 4.626, 3.756], [0.562, -0.085, 4.817], [-2.279, -1.355, -3.103], [-1.456, 4.016, -2.453], [-4.810, -4.030, -1.449], [3.577, 2.930, 0.077], [4.128, -3.703, -2.248], [0.886, 0.777, 5.400], [1.307, -3.291, -2.940], [0.553, 5.694, 2.911], [3.531, 5.785, -1.231], [-0.650, -0.050, 7.399], [-0.932, 5.712, 0.827], [-3.557, -3.418, -1.600], [4.481, -4.503, -1.597], [-0.783, -6.033, -4.439], [1.842, 0.732, -5.750], [2.381, 3.721, -1.556], [-3.674, 3.612, -3.634], [-3.390, 2.256, 8.602], [-2.544, 0.818, 8.891], [-2.199, 3.017, -2.241], [-4.192, 3.483, -1.871], [-2.289, -6.748, -5.044], [-0.755, 1.514, -6.443]]
}